[1]
{"formula": "C6H11NO", "method": "the ωB97M-V functional and the def2-TZVPD basis", "multiplicity": 1, "orbital_gap_ha": 0.33128, "relative_energy_kcal_mol": 116.08, "species": ["H", "N", "H", "H", "C", "H", "H", "C", "C", "H", "H", "H", "H", "C", "H", "H", "O", "C", "C"], "coordinates": [[-1.112, 0.484, -1.420], [-1.794, -0.816, 0.438], [-1.441, 1.249, 0.502], [2.212, 0.895, 0.547], [-0.565, -1.100, 0.650], [0.550, -1.180, -1.795], [0.481, 1.419, -1.447], [1.374, 0.529, 1.154], [0.457, -0.148, 0.086], [-0.336, -2.122, 0.946], [1.831, -1.826, -0.395], [0.625, 1.216, 1.714], [1.713, -0.070, 1.973], [1.332, -0.959, -0.893], [2.000, -0.346, -1.281], [-3.431, 0.342, 0.275], [-0.898, 1.937, -0.071], [-2.745, -0.363, -0.195], [-0.254, 0.859, -0.786]], "nbo_charge": [0.2085, -0.3219, 0.4543, 0.2159, -0.0261, 0.2094, 0.1925, -0.6130, -0.1359, 0.2135, 0.2166, 0.2320, 0.2165, -0.5733, 0.1965, 0.1780, -0.7135, -0.0463, -0.1037]}

[2]
{"formula": "C7H10", "method": "the ωB97M-V functional and the def2-TZVPD basis", "multiplicity": 1, "orbital_gap_ha": 0.25668, "smiles": "C=C/C=C/C(=C)C", "relative_energy_kcal_mol": 135.26, "species": ["H", "C", "C", "H", "C", "H", "C", "H", "C", "H", "H", "H", "H", "C", "H", "C", "H"], "coordinates": [[0.042, 2.067, -3.670], [0.670, 0.517, -2.215], [0.870, 0.329, -0.742], [-0.051, -0.228, -2.484], [0.703, 1.814, -2.774], [-0.405, 1.606, 1.504], [-0.921, 0.673, 1.442], [0.101, -1.626, -0.671], [0.174, -0.679, -0.104], [-0.371, -2.697, 1.385], [-1.200, -2.040, 2.884], [1.079, 2.545, -2.068], [0.613, -1.701, 2.754], [-0.503, -0.586, 1.259], [1.535, 1.061, -0.178], [-0.351, -1.843, 2.130], [-1.986, 0.788, 1.550]], "nbo_charge": [0.2147, -0.2046, -0.2253, 0.1947, -0.4277, 0.2124, -0.3873, 0.2215, -0.2391, 0.2204, 0.2232, 0.1950, 0.2471, 0.0038, 0.1984, -0.6410, 0.1938]}

[3]
{"formula": "C3H13NO4", "method": "the ωB97M-V functional and the def2-TZVPD basis", "multiplicity": 1, "orbital_gap_ha": 0.35810, "smiles": "NC(CO)CO.O.O", "relative_energy_kcal_mol": 84.85, "species": ["H", "H", "H", "H", "C", "H", "O", "H", "C", "H", "C", "H", "O", "O", "N", "H", "H", "O", "H", "H", "H"], "coordinates": [[1.402, -1.971, -0.377], [-0.252, -0.597, 3.940], [1.223, -1.037, -2.345], [-1.968, 0.233, -0.851], [0.550, -0.232, -1.828], [-1.041, 1.815, 0.118], [-2.848, 0.491, -0.600], [0.870, -1.329, 1.163], [0.499, -0.137, -0.282], [1.380, 1.007, 1.305], [0.902, 1.281, 0.332], [-0.854, -0.680, -3.169], [0.598, -0.592, 3.503], [-0.806, -0.584, -2.148], [1.347, -1.215, 0.293], [-3.338, -0.239, -1.035], [1.218, 2.017, -0.365], [-0.317, 1.904, 0.705], [-0.577, -0.122, 0.102], [0.631, 0.785, -2.418], [1.380, -0.798, 3.957]], "nbo_charge": [0.3637, 0.4945, 0.1771, 0.4743, -0.0757, 0.4722, -0.9549, 0.3880, -0.1094, 0.2104, -0.0827, 0.4749, -0.9774, -0.7620, -0.8495, 0.4687, 0.1856, -0.7498, 0.1913, 0.1736, 0.4871]}

[4]
{"formula": "ClNO3", "method": "the ωB97M-V functional and the def2-TZVPD basis", "multiplicity": 1, "orbital_gap_ha": 0.36972, "smiles": "O=[N+]([O-])OCl", "relative_energy_kcal_mol": 10.32, "species": ["Cl", "O", "N", "O", "O"], "coordinates": [[2.280, 0.028, 0.043], [-1.387, -0.847, 0.105], [-0.684, 0.084, 0.018], [0.669, -0.503, -0.169], [-0.878, 1.238, 0.003]], "nbo_charge": [0.2725, -0.2670, 0.7472, -0.4681, -0.2847]}

[5]
{"formula": "C5H14N2O", "method": "the ωB97M-V functional and the def2-TZVPD basis", "multiplicity": 1, "orbital_gap_ha": 0.35495, "smiles": "CC(=O)[C@@H](C)N.CN", "relative_energy_kcal_mol": 65.31, "species": ["C", "H", "C", "H", "H", "N", "C", "H", "H", "O", "H", "H", "H", "H", "C", "N", "C", "H", "H", "H", "H", "H"], "coordinates": [[-0.354, -0.700, -0.347], [-1.537, 3.062, 0.081], [2.231, -1.128, 0.144], [-1.308, 1.862, -1.175], [1.072, 0.867, -1.604], [-1.663, 1.068, 0.736], [-0.830, -1.885, 0.454], [-0.528, -1.794, 1.499], [-2.935, 2.130, -0.583], [-0.559, -0.646, -1.557], [2.144, -1.720, -0.773], [-2.450, 0.429, 0.814], [1.116, 0.326, 1.242], [2.157, -1.807, 1.001], [1.155, -0.051, 0.212], [1.455, 1.079, -0.679], [-1.887, 2.093, -0.280], [-0.631, 1.039, 1.014], [2.458, 1.213, -0.793], [3.241, -0.700, 0.179], [-0.428, -2.806, 0.030], [-1.921, -1.931, 0.384]], "nbo_charge": [0.6336, 0.1884, -0.6324, 0.1877, 0.3788, -0.8812, -0.7336, 0.2169, 0.1922, -0.6079, 0.2167, 0.4011, 0.1732, 0.2082, -0.1384, -0.8611, -0.4103, 0.4195, 0.3561, 0.2130, 0.2473, 0.2324]}

[6]
{"formula": "C4H8ClOP", "method": "the ωB97M-V functional and the def2-TZVPD basis", "multiplicity": 1, "orbital_gap_ha": 0.32073, "smiles": "CC1(C)CP1OCl", "relative_energy_kcal_mol": 92.04, "species": ["C", "H", "H", "Cl", "H", "H", "O", "H", "H", "H", "P", "C", "C", "C", "H"], "coordinates": [[-1.263, 0.158, 0.898], [-2.201, 0.396, 0.649], [-0.778, 0.307, 1.866], [1.525, -2.616, 1.986], [-1.640, 0.218, -1.835], [1.700, 0.196, 0.948], [0.112, -1.649, 1.939], [-0.389, 1.440, -1.965], [1.097, 1.730, 0.053], [0.006, -0.319, -2.353], [-0.620, -1.496, 0.474], [1.195, 0.605, 0.026], [-0.588, 0.357, -1.706], [-0.190, 0.082, -0.246], [2.035, 0.589, -0.737]], "nbo_charge": [-0.6719, 0.2272, 0.2591, 0.2255, 0.2111, 0.2241, -0.7914, 0.2172, 0.2092, 0.2223, 1.0179, -0.6298, -0.5988, -0.3492, 0.2274]}

no.,E_HOMO (Eh)
1,-0.3015
2,-0.2605
3,-0.3372
4,-0.4172
5,-0.3202
6,-0.3241